Record 1
A 4-piece molecular cluster, C30H54NO10 overall in a non-equilibrium geometry. Source: the OMol25 dataset; level of theory: wB97M-V/def2-TZVPD.

Last column: Mulliken charge in e.
Element x y z (Å)
1 O 1.90 2.41 1.24  -0.53
2 C 1.86 3.18 0.13  0.42
3 C 2.81 3.03 -0.93  -0.47
4 C 2.70 3.87 -1.98  -0.45
5 N 1.73 4.82 -2.07  0.08
6 C 0.82 4.97 -1.10  -0.14
7 C -0.32 5.99 -1.18  -0.99
8 C -1.62 5.18 -1.01  0.21
9 C -2.55 5.43 -0.02  -0.35
10 C -3.67 4.60 0.05  -0.56
11 C -3.84 3.56 -0.85  -0.50
12 C -2.93 3.32 -1.87  -0.39
13 C -1.81 4.15 -1.93  -0.14
14 C 0.87 4.15 0.01  -0.07
15 H 2.18 2.93 2.01  0.37
16 H 3.55 2.25 -0.82  0.56
17 H 3.41 3.79 -2.81  0.47
18 H 1.72 5.40 -2.89  0.31
19 H -0.17 6.69 -0.34  0.37
20 H -0.36 6.50 -2.15  0.39
21 H -2.40 6.25 0.68  0.40
22 H -4.43 4.71 0.83  0.37
23 H -4.71 2.89 -0.79  0.39
24 H -3.02 2.53 -2.61  0.43
25 H -1.07 3.98 -2.71  0.31
26 H 0.13 4.27 0.80  0.48
27 C -0.65 0.43 -1.56  -0.74
28 O -1.61 -0.50 -2.00  -0.20
29 C -1.78 -0.50 -3.41  -0.43
30 C -2.07 -1.89 -3.93  -0.48
31 O -0.95 -2.75 -3.95  -0.47
32 C -0.48 -3.25 -2.70  -0.23
33 C -1.41 -4.26 -2.05  -0.62
34 O -2.53 -3.62 -1.47  -0.25
35 C -3.68 -4.43 -1.45  -0.82
36 H -1.01 1.45 -1.71  0.09
37 H -0.49 0.27 -0.49  0.34
38 H 0.30 0.28 -2.08  0.45
39 H -0.89 -0.11 -3.91  0.37
40 H -2.63 0.16 -3.64  0.26
41 H -2.37 -1.79 -4.98  0.43
42 H -2.92 -2.34 -3.41  0.16
43 H -0.25 -2.43 -2.01  0.01
44 H 0.46 -3.75 -2.92  0.42
45 H -0.87 -4.79 -1.25  0.41
46 H -1.73 -4.99 -2.80  0.38
47 H -3.92 -4.80 -2.45  0.41
48 H -4.52 -3.83 -1.11  0.18
49 H -3.55 -5.27 -0.76  0.37
50 C -8.88 -6.47 4.78  -0.79
51 O -7.49 -6.39 4.60  -0.28
52 C -6.93 -7.57 4.04  -0.55
53 C -5.77 -7.24 3.12  -0.33
54 O -6.16 -6.67 1.87  -0.47
55 C -6.62 -5.32 1.88  -0.39
56 C -5.54 -4.30 2.16  -0.40
57 O -5.20 -4.27 3.53  -0.30
58 C -3.86 -3.90 3.76  -0.77
59 H -9.13 -7.21 5.56  0.33
60 H -9.24 -5.49 5.09  0.23
61 H -9.38 -6.74 3.85  0.35
62 H -7.69 -8.12 3.47  0.35
63 H -6.57 -8.20 4.86  0.39
64 H -5.28 -8.18 2.86  0.41
65 H -5.03 -6.62 3.62  0.12
66 H -7.47 -5.20 2.57  0.12
67 H -7.00 -5.14 0.88  0.46
68 H -5.90 -3.30 1.89  0.45
69 H -4.66 -4.53 1.55  0.18
70 H -3.18 -4.53 3.20  0.32
71 H -3.66 -4.03 4.83  0.25
72 H -3.71 -2.85 3.50  0.32
73 C 5.61 3.39 1.27  -0.72
74 O 6.57 3.40 0.24  -0.32
75 C 7.00 4.71 -0.11  -0.52
76 C 8.46 4.73 -0.49  -0.41
77 O 9.35 4.59 0.60  -0.46
78 C 9.46 3.31 1.21  -0.27
79 C 10.16 2.27 0.35  -0.58
80 O 9.30 1.80 -0.67  -0.25
81 C 10.00 1.39 -1.83  -0.80
82 H 4.66 3.82 0.91  0.13
83 H 5.44 2.35 1.56  0.31
84 H 5.96 3.94 2.15  0.46
85 H 6.84 5.40 0.73  0.40
86 H 6.39 5.04 -0.97  0.33
87 H 8.68 5.71 -0.92  0.41
88 H 8.68 3.99 -1.27  0.16
89 H 8.49 2.95 1.55  0.06
90 H 10.07 3.46 2.10  0.41
91 H 10.44 1.41 0.98  0.41
92 H 11.07 2.71 -0.08  0.36
93 H 10.65 2.19 -2.19  0.35
94 H 9.26 1.17 -2.60  0.23
95 H 10.59 0.49 -1.63  0.33

The HOMO energy is -10.23 eV. The value obtained for the orbital gap is 6.3 eV. As for the total energy: -1982.23162 a.u. The total charge is +1.

***

Record 2
A 9-piece molecular cluster, C30H54O21S3 overall in a non-equilibrium geometry. Source: the OMol25 dataset; level of theory: wB97M-V/def2-TZVPD.

Last column: Mulliken charge in e.
Element x y z (Å)
1 C -7.28 -13.02 -19.46  -0.72
2 C -6.57 -13.76 -20.62  0.46
3 C -5.22 -13.09 -20.92  -0.66
4 O -4.32 -14.24 -21.00  -0.44
5 C -4.87 -15.29 -20.42  0.67
6 O -4.38 -16.28 -20.34  -0.39
7 O -6.13 -15.04 -20.08  -0.36
8 H -8.33 -13.33 -19.43  0.32
9 H -7.29 -11.93 -19.37  0.31
10 H -6.82 -13.35 -18.52  -0.25
11 H -7.27 -13.85 -21.44  0.41
12 H -4.96 -12.41 -20.12  0.26
13 H -5.25 -12.71 -21.94  0.47
14 C -8.57 -17.31 -16.85  -0.92
15 C -8.08 -16.26 -15.86  0.71
16 C -7.68 -14.96 -16.51  0.35
17 O -8.96 -14.31 -16.64  -0.36
18 C -9.83 -14.81 -15.75  0.64
19 O -10.90 -14.48 -15.65  -0.48
20 O -9.22 -15.79 -15.05  -0.37
21 H -9.60 -17.15 -17.17  0.48
22 H -8.58 -18.35 -16.48  -0.08
23 H -7.84 -17.39 -17.67  0.09
24 H -7.34 -16.62 -15.14  0.32
25 H -7.22 -14.94 -17.50  -0.29
26 H -6.93 -14.34 -15.98  -0.12
27 C -13.92 -18.71 -13.16  -1.54
28 C -12.60 -19.31 -13.57  0.66
29 C -11.35 -18.40 -13.41  -0.04
30 O -10.47 -19.26 -12.61  -0.32
31 C -10.95 -20.53 -12.61  0.60
32 O -10.31 -21.47 -12.23  -0.55
33 O -12.25 -20.57 -13.01  -0.36
34 H -13.86 -17.68 -13.51  0.33
35 H -14.04 -18.68 -12.07  0.38
36 H -14.77 -19.22 -13.59  0.36
37 H -12.73 -19.40 -14.66  0.19
38 H -11.48 -17.52 -12.78  0.33
39 H -10.84 -18.17 -14.33  -0.05
40 C -6.25 -20.93 -12.19  -1.63
41 C -6.98 -21.08 -13.52  1.72
42 C -6.34 -20.30 -14.71  0.12
43 O -6.06 -21.32 -15.74  -0.36
44 C -6.33 -22.55 -15.26  0.65
45 O -6.11 -23.55 -15.79  -0.57
46 O -6.73 -22.48 -13.97  -0.44
47 H -6.98 -21.01 -11.38  0.37
48 H -5.88 -19.91 -11.99  0.34
49 H -5.38 -21.57 -12.10  0.40
50 H -8.04 -20.89 -13.44  -0.68
51 H -5.33 -20.00 -14.40  0.24
52 H -6.95 -19.52 -15.13  -0.34
53 C -1.75 -13.31 -19.95  -1.61
54 C -2.44 -14.13 -18.92  0.61
55 C -1.88 -14.10 -17.46  -0.37
56 O -2.92 -13.48 -16.69  -0.40
57 C -4.06 -13.38 -17.42  0.35
58 O -5.09 -13.06 -17.02  -0.45
59 O -3.80 -13.60 -18.74  0.05
60 H -2.35 -13.36 -20.85  0.32
61 H -0.80 -13.78 -20.23  0.43
62 H -1.49 -12.30 -19.63  0.37
63 H -2.53 -15.15 -19.30  0.16
64 H -0.97 -13.49 -17.48  0.34
65 H -1.63 -15.10 -17.12  0.22
66 C -12.64 -24.32 -16.01  -1.44
67 C -11.52 -23.82 -15.12  0.48
68 C -10.10 -24.38 -15.47  -0.52
69 O -9.38 -23.26 -15.90  -0.27
70 C -10.07 -22.14 -15.68  0.53
71 O -9.66 -21.07 -15.71  -0.39
72 O -11.35 -22.42 -15.42  -0.38
73 H -13.05 -25.26 -15.63  0.39
74 H -12.26 -24.49 -17.02  0.36
75 H -13.49 -23.64 -16.02  0.33
76 H -11.68 -23.96 -14.05  0.29
77 H -10.15 -25.12 -16.26  0.31
78 H -9.62 -24.77 -14.58  0.28
79 C -4.87 -18.77 -17.76  -0.58
80 S -4.01 -17.81 -16.52  0.79
81 O -4.88 -17.57 -15.35  -0.60
82 C -2.86 -19.11 -16.06  -1.05
83 H -5.40 -18.09 -18.43  0.10
84 H -5.60 -19.43 -17.28  0.10
85 H -4.23 -19.41 -18.36  0.48
86 H -2.47 -19.72 -16.89  0.36
87 H -3.40 -19.79 -15.42  0.23
88 H -1.93 -18.71 -15.65  0.35
89 C -13.28 -13.35 -13.46  -0.76
90 S -13.49 -13.48 -11.69  0.47
91 O -12.32 -14.22 -11.19  -0.59
92 C -13.23 -11.71 -11.34  -0.85
93 H -12.25 -13.03 -13.68  0.18
94 H -13.84 -12.49 -13.86  0.42
95 H -13.63 -14.23 -13.97  0.25
96 H -13.05 -11.68 -10.27  0.32
97 H -13.99 -11.09 -11.80  0.36
98 H -12.32 -11.45 -11.89  0.21
99 C -9.28 -11.20 -15.87  -0.39
100 S -8.37 -9.99 -14.87  0.42
101 O -8.78 -10.26 -13.46  -0.63
102 C -6.75 -10.76 -15.10  -0.45
103 H -8.96 -12.19 -15.61  -0.26
104 H -9.09 -10.92 -16.91  0.32
105 H -10.32 -11.09 -15.58  0.41
106 H -6.14 -10.65 -14.21  0.44
107 H -6.31 -10.35 -16.01  0.29
108 H -6.83 -11.84 -15.21  -0.15

The HOMO energy is -8.57 eV. The value obtained for the orbital gap is 8.8 eV. As for the total energy: -3950.04120 a.u. The value obtained for the energy relative to the best compared isomer or geometry (same formula, charge and spin) is 68.8 kcal/mol. The total charge is 0.

***

Record 3
A 9-piece molecular cluster, C30H54O21S3 overall in a non-equilibrium geometry. Source: the OMol25 dataset; level of theory: wB97M-V/def2-TZVPD.

Last column: Mulliken charge in e.
Element x y z (Å)
1 C -0.56 5.42 -2.44  -1.36
2 C 0.78 6.12 -2.00  0.38
3 C 0.35 7.39 -1.21  -0.43
4 O 1.17 7.30 -0.09  -0.35
5 C 1.60 5.96 0.06  0.72
6 O 2.40 5.55 0.97  -0.60
7 O 1.24 5.29 -1.05  -0.29
8 H -0.27 4.70 -3.20  0.34
9 H -1.49 5.84 -2.81  0.41
10 H -0.94 4.86 -1.58  0.25
11 H 1.43 6.24 -2.87  0.33
12 H -0.72 7.35 -1.00  0.23
13 H 0.80 8.22 -1.76  0.39
14 C 0.87 0.21 -0.80  -1.08
15 C -0.49 0.22 -0.19  0.82
16 C -1.42 1.41 -0.50  0.10
17 O -1.86 1.04 -1.77  -0.33
18 C -1.78 -0.31 -2.01  0.74
19 O -2.07 -0.95 -3.03  -0.63
20 O -1.20 -0.75 -0.83  -0.40
21 H 0.90 -0.09 -1.84  0.38
22 H 1.66 -0.42 -0.40  0.04
23 H 1.30 1.18 -0.53  0.18
24 H -0.54 -0.03 0.87  0.28
25 H -1.07 2.44 -0.61  -0.18
26 H -2.21 1.67 0.21  0.08
27 C 0.19 -5.74 -3.72  -1.41
28 C 0.89 -5.05 -2.50  0.62
29 C 0.05 -3.98 -1.83  0.30
30 O 0.17 -4.51 -0.48  -0.35
31 C 1.14 -5.38 -0.37  0.61
32 O 1.54 -5.73 0.72  -0.60
33 O 1.48 -5.85 -1.54  -0.36
34 H -0.36 -4.90 -4.15  0.29
35 H -0.54 -6.50 -3.42  0.32
36 H 0.87 -6.19 -4.44  0.35
37 H 1.64 -4.44 -3.01  0.24
38 H -1.03 -4.01 -2.01  -0.03
39 H 0.41 -2.95 -1.86  -0.04
40 C 1.20 -3.28 4.33  -1.67
41 C 2.07 -2.89 3.19  1.49
42 C 2.21 -1.37 2.94  0.31
43 O 3.54 -1.02 3.07  -0.30
44 C 4.22 -2.08 3.42  0.70
45 O 5.40 -2.13 3.80  -0.69
46 O 3.40 -3.11 3.65  -0.41
47 H 0.75 -4.24 4.06  0.42
48 H 0.25 -2.77 4.48  0.34
49 H 1.66 -3.19 5.32  0.40
50 H 1.83 -3.43 2.28  -0.40
51 H 1.83 -0.90 3.85  0.23
52 H 1.84 -1.00 1.99  -0.52
53 C -2.08 8.13 2.05  -1.39
54 C -1.62 6.64 2.35  0.50
55 C -2.23 5.88 3.53  -0.30
56 O -2.97 4.88 2.95  -0.31
57 C -2.67 4.77 1.69  0.61
58 O -3.04 3.90 0.90  -0.64
59 O -2.04 5.85 1.28  -0.29
60 H -1.60 8.40 1.11  0.23
61 H -1.65 8.83 2.76  0.43
62 H -3.15 8.34 2.12  0.37
63 H -0.54 6.63 2.37  0.16
64 H -2.85 6.64 4.01  0.32
65 H -1.44 5.55 4.21  0.28
66 C 6.43 -5.90 -1.54  -1.44
67 C 5.45 -5.70 -0.43  0.49
68 C 6.00 -5.02 0.78  -0.47
69 O 5.32 -3.70 0.79  -0.27
70 C 4.35 -3.66 -0.13  0.65
71 O 3.42 -2.84 -0.27  -0.52
72 O 4.56 -4.70 -0.96  -0.39
73 H 6.97 -6.84 -1.40  0.40
74 H 7.15 -5.08 -1.52  0.37
75 H 5.98 -6.02 -2.53  0.32
76 H 4.92 -6.58 -0.07  0.28
77 H 7.08 -4.92 0.67  0.30
78 H 5.71 -5.60 1.66  0.28
79 C 2.86 2.27 2.41  -0.62
80 S 1.32 2.31 3.39  0.56
81 O 0.44 1.10 3.08  -0.54
82 C 2.17 1.96 5.10  -1.03
83 H 2.70 2.79 1.47  0.23
84 H 3.14 1.24 2.19  0.11
85 H 3.76 2.70 2.86  0.45
86 H 3.14 2.39 5.37  0.40
87 H 2.37 0.89 5.12  0.22
88 H 1.65 2.36 5.97  0.38
89 C -3.75 -3.65 -4.32  -0.81
90 S -4.31 -5.27 -3.60  0.67
91 O -3.85 -5.24 -2.13  -0.19
92 C -6.12 -4.91 -3.76  -0.86
93 H -4.08 -2.83 -3.68  0.39
94 H -4.33 -3.35 -5.19  0.50
95 H -2.71 -3.68 -4.65  0.20
96 H -6.55 -5.64 -3.07  0.36
97 H -6.47 -4.73 -4.77  0.40
98 H -6.21 -3.90 -3.36  0.35
99 C -4.94 1.33 -2.47  -0.49
100 S -6.57 1.46 -1.49  0.45
101 O -6.84 0.06 -1.13  -0.63
102 C -5.83 2.24 -0.02  -0.44
103 H -4.15 0.95 -1.82  -0.21
104 H -4.80 2.34 -2.86  0.38
105 H -5.11 0.57 -3.24  0.37
106 H -6.27 1.90 0.92  0.44
107 H -5.84 3.32 -0.20  0.28
108 H -4.80 1.93 0.14  -0.14

As for the spin multiplicity: 2. The HOMO energy (spin up / spin down) is -10.56 / -10.56 eV. The value obtained for the orbital gap (spin up / spin down) is 7.0 / 2.4 eV. As for the total energy: -3949.58938 a.u. As for the expectation value of S²: 0.76. The value obtained for the energy relative to the best compared isomer or geometry (same formula, charge and spin) is 11.3 kcal/mol. The total charge is +1.

***

Record 4
C30H54O25PS3Tl as an isolated structure in a non-equilibrium geometry. Source: the OMol25 dataset; level of theory: wB97M-V/def2-TZVPD.

Last column: Mulliken charge in e.
Element x y z (Å)
1 Tl 6.41 11.98 1.98  1.25
2 P 4.45 14.22 0.94  -1.00
3 O 5.51 14.63 1.93  -0.69
4 O 3.79 13.09 1.76  -0.42
5 O 5.23 13.51 -0.23  -0.17
6 O 3.54 15.39 0.42  0.13
7 C 0.94 19.95 -0.37  -1.51
8 C 1.82 18.94 0.39  0.65
9 C 3.09 18.54 -0.38  0.81
10 O 3.95 19.66 -0.05  -0.41
11 C 3.52 20.22 1.03  0.63
12 O 3.93 21.26 1.49  -0.62
13 O 2.43 19.50 1.47  -0.43
14 H 1.45 20.67 -1.01  0.31
15 H 0.03 20.43 -0.02  0.36
16 H 0.43 19.25 -1.04  0.40
17 H 1.30 18.04 0.71  0.24
18 H 2.91 18.49 -1.45  0.29
19 H 3.62 17.67 0.02  -0.58
20 C 1.18 12.92 -0.78  -0.83
21 C 0.63 14.31 -1.02  0.49
22 C 1.53 15.40 -1.67  2.16
23 O 0.87 15.89 -2.79  -0.41
24 C -0.20 15.22 -2.95  0.45
25 O -0.98 15.22 -3.96  -0.68
26 O -0.31 14.23 -2.05  -0.46
27 H 0.41 12.21 -0.48  0.41
28 H 1.80 12.90 0.11  -0.16
29 H 1.70 12.63 -1.70  0.43
30 H 0.08 14.56 -0.12  -0.04
31 H 2.44 14.87 -1.92  -0.91
32 H 1.82 16.17 -0.95  -0.73
33 C 1.22 15.60 2.83  -1.68
34 C 2.37 15.65 3.87  1.02
35 C 3.35 16.80 3.49  0.88
36 O 3.66 17.31 4.74  -0.43
37 C 2.76 17.03 5.68  0.43
38 O 2.79 17.29 6.84  -0.58
39 O 1.86 16.11 5.12  -0.51
40 H 0.56 14.80 3.16  0.38
41 H 1.61 15.43 1.83  0.02
42 H 0.57 16.46 2.67  0.58
43 H 2.85 14.69 4.05  0.14
44 H 2.90 17.47 2.76  -0.10
45 H 4.11 16.27 2.91  -0.52
46 C 0.71 11.99 4.80  -1.67
47 C 1.20 11.84 3.32  1.80
48 C 2.01 10.62 2.99  0.21
49 O 1.05 9.79 2.37  -0.38
50 C 0.11 10.58 1.89  0.61
51 O -0.62 10.36 0.96  -0.59
52 O 0.11 11.70 2.55  -0.37
53 H 0.40 13.03 4.94  0.32
54 H 1.46 11.60 5.49  0.39
55 H -0.22 11.46 4.98  0.43
56 H 1.86 12.67 3.06  -0.83
57 H 2.25 10.19 3.97  0.43
58 H 2.86 10.84 2.35  -0.37
59 C 6.66 18.24 0.75  -1.15
60 C 6.57 18.30 2.25  1.47
61 C 7.34 17.23 2.97  0.61
62 O 8.43 17.93 3.58  -0.41
63 C 8.44 19.20 3.32  0.52
64 O 9.33 19.98 3.47  -0.58
65 O 7.26 19.47 2.66  -0.47
66 H 7.72 18.33 0.50  0.38
67 H 6.25 19.09 0.21  0.35
68 H 6.15 17.38 0.31  -0.01
69 H 5.52 18.33 2.54  -0.44
70 H 7.46 16.40 2.28  -0.37
71 H 6.66 16.79 3.70  0.22
72 C 6.17 14.19 -3.88  -1.33
73 C 4.82 14.93 -3.59  1.40
74 C 4.75 16.17 -2.69  0.87
75 O 4.05 17.19 -3.38  -0.35
76 C 3.98 16.80 -4.66  0.50
77 O 3.61 17.51 -5.64  -0.65
78 O 4.43 15.54 -4.79  -0.45
79 H 6.51 14.25 -4.92  0.48
80 H 6.21 13.13 -3.64  0.19
81 H 6.95 14.75 -3.36  0.23
82 H 4.05 14.23 -3.26  -0.10
83 H 5.74 16.52 -2.39  0.58
84 H 4.21 15.91 -1.78  -1.14
85 C 7.77 11.16 -2.23  -0.82
86 S 8.97 10.41 -0.98  0.36
87 O 8.12 10.49 0.32  -0.50
88 C 8.92 8.59 -1.59  -0.96
89 H 7.09 10.45 -2.71  0.53
90 H 8.05 12.02 -2.83  0.46
91 H 7.04 11.75 -1.68  -0.05
92 H 8.74 8.60 -2.66  0.38
93 H 8.03 8.08 -1.22  0.25
94 H 9.79 8.00 -1.32  0.34
95 C 3.66 10.56 -0.49  0.04
96 S 4.60 8.97 -0.38  0.33
97 O 5.72 9.29 0.62  -0.49
98 C 3.27 8.08 0.58  -0.62
99 H 2.78 10.54 -1.12  0.59
100 H 4.29 11.44 -0.69  -0.06
101 H 3.20 10.76 0.48  -0.38
102 H 2.38 7.90 -0.03  0.36
103 H 3.07 8.76 1.41  -0.09
104 H 3.74 7.16 0.92  0.45
105 C 8.18 15.39 0.03  1.04
106 S 9.50 14.15 0.39  0.27
107 O 8.83 12.88 0.89  -0.41
108 C 10.10 13.81 -1.33  -0.82
109 H 8.55 16.38 -0.24  0.62
110 H 7.43 15.50 0.81  -1.40
111 H 7.57 15.06 -0.81  -0.17
112 H 11.14 13.50 -1.35  0.36
113 H 10.19 14.77 -1.84  0.41
114 H 9.56 13.14 -2.00  0.05

As for the spin multiplicity: 2. The HOMO energy (spin up / spin down) is -7.22 / -6.91 eV. The value obtained for the orbital gap (spin up / spin down) is 8.7 / 6.6 eV. As for the total energy: -4764.96144 a.u. As for the expectation value of S²: 0.76. The total charge is -1.